# 1
ORCA calculation (ωB97M-V/def2-TZVPD) on a single C6H16BrN3O6P2 molecule at a distorted geometry.

Calculated values
- Charge: 0
- LUMO: 0.043 eV
- Maximum force: 0.099 hartree/bohr
- SMILES string: CNCP(CN)(CON=O)(CC(=O)Br)P(=O)(O)O

Each line ends with the Löwdin charge.
Cartesian coordinates (Å):
C (-1.9418, -1.2429, 2.4809)  -0.1244
N (-1.3266, 0.0168, 2.0492)  -0.1291
C (0.0622, -0.1201, 1.5684)  -0.3007
P (0.2358, 0.1878, -0.2888)  0.8363
C (1.9354, 0.5756, -0.9193)  -0.3473
N (1.9949, 1.6557, -1.9172)  -0.0025
C (-0.1235, 2.0630, 0.0339)  -0.3133
O (0.9637, 2.7260, 0.6869)  -0.1581
N (0.5672, 3.2478, 1.9365)  -0.0412
O (1.4467, 3.2596, 2.7016)  0.0698
C (-1.3393, 0.1079, -1.2896)  -0.2646
C (-1.1649, -0.1535, -2.7627)  -0.8805
O (-0.6705, 0.5507, -3.5034)  0.0854
Br (-1.9530, -1.8264, -3.4117)  0.7242
P (0.6892, -2.0005, -0.6416)  0.3552
O (0.9687, -2.3281, -2.0289)  -0.3292
O (2.0425, -2.3827, 0.1973)  -0.1640
O (-0.5385, -2.8988, -0.0803)  -0.1842
H (-2.3739, -1.8152, 1.6651)  0.0649
H (-2.7689, -1.0110, 3.1431)  0.0740
H (-1.2622, -1.8689, 3.0406)  0.0793
H (-1.9397, 0.3954, 1.3399)  0.0702
H (0.3910, -1.1149, 1.8379)  0.0583
H (0.6751, 0.5858, 2.1198)  0.0757
H (2.4283, -0.2931, -1.3333)  0.0661
H (2.5345, 0.8614, -0.0556)  0.0902
H (2.5789, 1.3586, -2.6856)  0.0769
H (1.0947, 1.8414, -2.3417)  0.0375
H (-0.2983, 2.5599, -0.9205)  0.0841
H (-1.0207, 2.2289, 0.6299)  0.0833
H (-1.8769, 1.0428, -1.2007)  0.0954
H (-1.9727, -0.6550, -0.8561)  0.0662
H (2.2311, -1.7221, 0.8795)  0.0576
H (-0.2685, -3.8319, -0.0734)  0.0884

***

# 2
ORCA calculation (ωB97M-V/def2-TZVPD) on a molecular structure, C6H16BrO8S2V at a distorted geometry.

Calculated values
- Charge: 0
- LUMO: -3.092 eV
- Maximum force: 0.098 hartree/bohr

Each line ends with the Löwdin charge.
Cartesian coordinates (Å):
O (24.2442, -13.5281, 13.9515)  -0.3603
V (23.4266, -12.3455, 14.7518)  0.8801
O (22.1464, -11.8738, 13.9434)  -0.3460
Br (25.1758, -10.1792, 14.0377)  0.0580
O (24.9303, -10.0106, 9.9284)  -0.3117
S (25.6933, -11.2610, 9.8729)  0.6815
O (25.1213, -12.5365, 10.3161)  -0.3025
O (26.4706, -11.3825, 8.3884)  -0.2844
C (27.0830, -12.6357, 8.0249)  -0.2572
C (28.4057, -13.0826, 8.7373)  -0.0733
C (27.2361, -10.8770, 10.8555)  -0.0995
H (27.2640, -12.4934, 6.9595)  0.1128
H (26.2637, -13.3542, 7.9972)  0.1110
H (29.1266, -12.2655, 8.7663)  0.0837
H (29.0311, -13.9080, 8.3972)  0.0719
H (28.0367, -13.6404, 9.5980)  0.0720
H (27.9681, -11.6838, 10.8194)  0.0480
H (26.7011, -10.8303, 11.8040)  -0.0367
H (27.4875, -9.8430, 10.6191)  0.0737
O (24.8679, -6.7712, 14.1428)  -0.3387
S (23.5737, -6.1058, 14.0234)  0.6291
O (23.4564, -4.7456, 14.4889)  -0.2888
O (23.0184, -6.2788, 12.5252)  -0.2970
C (23.0099, -7.5596, 11.8421)  -0.2238
C (21.5207, -7.9412, 11.4973)  -0.0426
C (22.1881, -7.0696, 14.8712)  -0.0893
H (23.5075, -8.3211, 12.4427)  0.0456
H (23.7948, -7.5271, 11.0865)  0.1171
H (21.1223, -8.7863, 12.0587)  0.0672
H (21.4491, -8.2106, 10.4435)  0.0683
H (20.8286, -7.1028, 11.5753)  0.0737
H (21.2399, -6.8721, 14.3713)  0.0588
H (22.1700, -6.7345, 15.9082)  0.0589
H (22.3575, -8.1398, 14.7528)  0.0403

***

# 3
ORCA calculation (ωB97M-V/def2-TZVPD) on a single C6H16Cl2O2P2S molecule at a distorted geometry.

Calculated values
- Charge: 0
- LUMO: 0.142 eV
- Maximum force: 0.022 hartree/bohr
- SMILES string: CC[C@@H](Cl)[PH2](C[C@@H](C)Cl)P(O)(O)=S

Each line ends with the Löwdin charge.
Cartesian coordinates (Å):
C (3.1512, -1.2134, 0.8435)  -0.1287
C (2.2472, -1.9612, -0.1481)  -0.3451
C (0.7676, -1.6902, 0.0026)  -0.8765
Cl (0.2386, -2.0274, 1.6686)  0.6017
P (0.3083, 0.0521, -0.6394)  0.6786
C (-1.5140, -0.1623, -0.4441)  -0.3591
C (-2.2085, 0.6418, 0.6769)  -0.7624
C (-3.2929, -0.1748, 1.3332)  -0.1226
Cl (-1.1080, 1.3547, 1.9017)  0.6162
P (0.0181, 2.0694, -1.6514)  0.0278
O (1.4619, 2.8269, -1.5367)  -0.2728
O (-1.0115, 3.0401, -0.8677)  -0.2810
S (-0.4626, 1.8148, -3.4994)  0.2268
H (3.6550, -1.9010, 1.5034)  0.0670
H (2.6128, -0.5147, 1.4664)  0.0372
H (3.9264, -0.6680, 0.3207)  0.0688
H (2.3964, -3.0228, -0.0045)  0.0975
H (2.5522, -1.7495, -1.1673)  0.0939
H (0.2588, -2.3938, -0.6460)  0.0671
H (0.8807, -0.3395, -1.8734)  0.0263
H (1.1549, 0.6408, 0.3410)  -0.0068
H (-2.0111, 0.0982, -1.3704)  0.0777
H (-1.7009, -1.2114, -0.2750)  0.0622
H (-2.6808, 1.4887, 0.2125)  0.0772
H (-2.9244, -1.1414, 1.6455)  0.0707
H (-4.0881, -0.2725, 0.6079)  0.0889
H (-3.6791, 0.3780, 2.1763)  0.0711
H (1.7513, 2.7729, -0.6037)  0.0572
H (-0.6996, 3.2654, 0.0268)  0.0409

***

# 4
ORCA calculation (ωB97M-V/def2-TZVPD) on a molecular structure, C6H16ClEuO5P2 at a distorted geometry.

Calculated values
- Multiplicity: 8
- Charge: +1
- LUMO (spin up / spin down): -5.871 / -5.721 eV
- Maximum force: 0.054 hartree/bohr

Each line ends with the Löwdin charge.
Cartesian coordinates (Å):
C (1.1415, 1.5284, 1.3134)  -0.1762
C (2.2891, 0.7545, 0.6436)  -0.1659
C (1.8701, -0.0533, -0.5813)  -0.3186
C (3.0041, -0.9521, -1.0620)  -0.0332
C (0.5893, -0.8236, -0.4111)  -0.4079
C (0.4171, -1.7956, 0.7133)  -0.1847
O (-0.9002, -2.3102, 0.5067)  -0.3327
P (-1.8648, -1.1737, -0.2699)  0.3194
Cl (-2.5320, -0.3975, 1.7364)  0.2581
P (-2.9931, 0.6013, -1.0126)  0.4399
O (-2.9675, 0.8994, -2.4330)  -0.2852
O (-4.5248, 0.6582, -0.5252)  -0.1768
O (-2.0911, 1.7775, -0.0941)  -0.4949
O (-0.5627, -0.0435, -0.3489)  -0.3814
H (0.5479, 0.9081, 1.9672)  0.0669
H (0.5187, 2.0394, 0.5599)  -0.0153
H (1.5804, 2.3053, 1.9398)  0.0735
H (3.0062, 1.4980, 0.3198)  0.1201
H (2.7791, 0.1583, 1.4021)  0.1270
H (1.7084, 0.6639, -1.3800)  0.1485
H (3.5669, -1.3731, -0.2410)  0.0852
H (2.6210, -1.7144, -1.7234)  0.0889
H (3.6931, -0.3427, -1.6312)  0.0857
H (0.5282, -1.4676, -1.2964)  0.1422
H (0.3417, -1.3439, 1.7045)  0.1053
H (1.1730, -2.5641, 0.8083)  0.1369
H (-1.6562, -1.6589, -1.5891)  0.0406
H (-3.0291, -1.9825, -0.2282)  0.0091
H (-4.9199, 1.4430, -0.9467)  0.0887
H (-2.2734, 1.5576, 0.8359)  -0.1556
Eu (-1.0608, 3.2038, 1.3233)  1.7924

***

# 5
ORCA calculation (ωB97M-V/def2-TZVPD) on 2 unconnected molecules or ions with the total composition C6H16ClNO2 at a distorted geometry.

Calculated values
- Charge: 0
- LUMO: 0.613 eV
- Maximum force: 0.054 hartree/bohr
- SMILES string: COCCNCCOC.Cl

Each line ends with the Löwdin charge.
Cartesian coordinates (Å):
C (7.5519, 8.0946, 3.9506)  -0.1137
O (6.8626, 7.5268, 5.0298)  -0.1908
C (5.7335, 6.8831, 4.4830)  -0.2300
C (4.8105, 6.4962, 5.6073)  -0.1395
N (5.4937, 5.8536, 6.7886)  -0.0876
C (5.8441, 4.4283, 6.6509)  -0.1666
C (6.9930, 4.0375, 7.5259)  -0.2499
O (6.5214, 3.8202, 8.8175)  -0.1944
C (7.2818, 4.4446, 9.7730)  -0.1538
H (7.9155, 7.3238, 3.2781)  0.0865
H (8.4338, 8.5312, 4.4309)  0.0983
H (6.8757, 8.7955, 3.4147)  0.1006
H (6.0188, 5.9629, 3.9962)  0.1208
H (5.2629, 7.6214, 3.8584)  0.1185
H (4.0976, 5.8038, 5.1937)  0.1203
H (4.1570, 7.2690, 6.0184)  0.1227
H (6.3326, 6.3853, 7.0165)  0.1193
H (6.1867, 4.1427, 5.6567)  0.1191
H (5.0328, 3.7644, 7.0238)  0.1481
H (7.7733, 4.8305, 7.5945)  0.1304
H (7.4017, 3.0657, 7.1228)  0.1420
H (6.7276, 4.3694, 10.7259)  0.0955
H (7.2862, 5.5532, 9.5588)  0.0988
H (8.2210, 3.9554, 9.9975)  0.0846
Cl (4.1637, 6.5783, 9.3046)  -0.0131
H (4.8166, 6.2508, 7.9624)  -0.1661

***

# 6
ORCA calculation (ωB97M-V/def2-TZVPD) on a molecular structure, C6H16CrN2O12S2 at a distorted geometry.

Calculated values
- Multiplicity: 4
- Charge: -3
- LUMO (spin up / spin down): 5.902 / 5.901 eV
- Maximum force: 0.118 hartree/bohr

Each line ends with the Löwdin charge.
Cartesian coordinates (Å):
Cr (-0.9633, -0.1836, -0.8543)  0.8705
O (0.9070, -0.0742, -1.5179)  -0.3664
H (1.4945, 0.4925, -0.9955)  -0.0609
O (-2.5096, -0.1664, 0.2882)  -0.4194
H (-3.2828, -0.6713, 0.5528)  -0.0583
S (-0.8629, -2.8500, -2.7009)  0.2299
O (-0.6230, -4.2789, -2.2978)  -0.4968
O (-1.1679, -1.9423, -1.5915)  -0.4414
O (0.1917, -2.2136, -3.4827)  -0.3698
O (-2.0908, -3.2331, -3.4474)  -0.4641
S (-1.1559, 1.3639, -3.7234)  0.2407
O (-2.3700, 1.6011, -4.5775)  -0.4723
O (-0.0601, 0.7194, -4.3907)  -0.3621
O (-0.8639, 2.7344, -3.2176)  -0.4717
O (-1.6060, 0.5647, -2.5366)  -0.4360
C (0.3660, -1.6780, 1.8671)  -0.2712
O (0.0313, -1.1102, 0.8307)  -0.0381
N (0.8720, -2.9224, 1.8486)  -0.1507
C (1.1936, -3.5734, 3.0859)  -0.1111
C (1.2354, -3.6988, 0.6079)  0.0002
H (0.1374, -1.1023, 2.7747)  0.1392
H (0.8656, -3.0371, 3.9762)  0.0712
H (2.2867, -3.6103, 3.1596)  0.0709
H (0.8951, -4.6224, 3.1187)  0.0781
H (2.2092, -4.1890, 0.6857)  0.0691
H (0.5814, -4.5138, 0.2941)  0.0814
H (1.2924, -3.0706, -0.2824)  0.0950
C (-0.0079, 2.8436, -0.1908)  -0.2707
O (-0.7152, 1.8593, -0.2731)  0.0051
N (0.3704, 3.5189, 0.9216)  -0.1789
C (0.9381, 4.8895, 0.7836)  -0.0592
C (-0.2231, 3.2722, 2.2155)  -0.0646
H (0.5007, 3.3305, -1.0364)  0.1408
H (0.0677, 5.5493, 0.8176)  0.0804
H (1.4996, 5.1518, -0.1109)  0.0831
H (1.5836, 5.0878, 1.6399)  0.0660
H (-1.0233, 3.9768, 2.4601)  0.0800
H (-0.5519, 2.2465, 2.3660)  0.0946
H (0.5583, 3.5394, 2.9328)  0.0673